{"formula": "CH10NOSSi2", "method": "the ωB97M-V functional and the def2-TZVPD basis", "elements": ["S", "Si", "Si", "O", "N", "C", "H", "H", "H", "H", "H", "H", "H", "H", "H", "H"], "coordinates": [[-3.00, -0.72, -0.82], [-0.58, 2.12, -1.76], [-1.13, -0.23, -1.76], [0.10, -0.27, 0.81], [1.86, -1.45, 1.93], [1.40, -0.09, 1.24], [-0.54, 0.07, 1.45], [1.50, 0.68, 1.95], [2.60, -1.12, 2.51], [-0.50, 2.61, -0.47], [2.31, -2.03, 1.26], [-0.86, -1.68, -2.12], [-1.49, 3.11, -2.51], [1.43, -2.03, 2.76], [-3.87, -1.00, -1.90], [0.77, 2.04, -2.57]], "lowdin_charge": [0.3146, 0.5246, 0.4697, -0.2261, 0.0845, -0.2547, 0.0870, 0.0348, 0.1130, -0.1311, 0.1041, -0.0654, -0.0665, 0.1899, -0.1150, -0.0634], "lumo_ev": [-5.709, -5.709], "e_above_lowest_ev": 5.6278, "total_charge": 1, "homo_ev": [-10.45, -10.45]}